Entry 1:
Computed, not measured: a molecular structure, C33H57N3O4SiSn, with ωB97M-V/def2-TZVPD.

The geometry in XYZ format:
```
99
C33H57N3O4SiSn | the OMol25 dataset | ωB97M-V/def2-TZVPD
Sn 0.864 -0.521 0.040
Si 2.537 -1.779 -3.075
O 0.789 1.322 -4.609
O -0.149 -2.379 0.189
O -0.825 -2.809 2.223
O 3.115 1.157 -4.300
N 0.097 -2.917 1.438
N 1.995 -0.545 1.910
N -0.752 0.448 1.251
C 4.307 1.813 -3.819
C -2.762 0.502 -0.172
C 5.343 0.354 0.658
C -3.535 1.186 -1.106
C 3.308 0.815 -5.695
C 1.625 -0.096 -2.667
C 1.490 -0.428 3.133
C 3.395 -0.650 1.658
C 2.446 -0.629 4.270
C -1.705 1.178 0.481
C 3.967 -1.934 1.518
C 3.241 -3.143 2.026
C 4.402 -1.581 -3.077
C -1.541 2.566 0.289
C 1.303 3.676 -4.296
C 1.897 -2.415 -4.704
C 0.138 -0.195 3.402
C -2.193 0.665 3.194
C 3.486 1.868 1.441
C -3.077 -0.925 0.154
C 3.238 2.025 -6.603
C 4.150 2.163 -2.364
C 2.254 -3.189 -1.839
C -0.386 0.675 -5.172
C 0.367 2.574 -3.934
C -1.543 0.406 -4.220
C -2.318 3.221 -0.657
C 4.101 0.509 1.257
C 5.209 -2.053 0.906
C -0.874 0.285 2.570
C -3.301 2.532 -1.369
C 5.890 -0.917 0.460
C -0.522 3.309 1.085
H 2.295 -4.157 -2.354
H 3.459 -3.316 3.091
H 0.564 -0.255 -2.472
H -0.533 4.366 0.806
H 2.546 0.079 -5.986
H 4.865 -2.555 -2.857
H 4.258 2.639 1.322
H 3.035 -3.245 -1.071
H -2.415 1.736 3.076
H -2.148 4.280 -0.831
H 2.675 -3.004 -5.204
H 6.857 -1.020 -0.035
H 4.097 2.692 -6.413
H -0.643 2.780 -4.324
H -0.156 -0.348 4.435
H -3.032 0.089 2.776
H -3.719 -1.019 1.047
H 3.302 0.059 4.205
H 4.771 -0.871 -2.334
H -2.132 1.309 -4.009
H -0.035 -0.253 -5.640
H 1.298 -3.191 -1.296
H 1.586 -1.631 -5.392
H -1.237 -0.045 -3.264
H -3.642 -1.366 -0.680
H 4.999 2.767 -2.040
H -2.146 0.450 4.265
H 4.775 -1.266 -4.062
H -2.219 -0.300 -4.733
H 4.147 1.276 -1.714
H 1.406 0.844 -3.849
H 4.284 0.296 -5.795
H -3.901 3.050 -2.117
H 1.164 3.941 -5.353
H 4.468 2.720 -4.427
H 3.244 2.756 -2.140
H -0.705 3.263 2.164
H 2.303 2.584 -6.429
H 2.359 3.445 -4.110
H 5.889 1.250 0.343
H 5.180 1.138 -3.943
H 1.039 -3.082 -4.549
H 3.277 1.690 -7.653
H 3.566 -4.039 1.480
H 2.698 2.100 0.705
H 2.830 -1.658 4.272
H 0.324 2.383 -2.849
H -0.673 1.393 -5.958
H -2.179 -1.531 0.326
H 2.147 -3.072 1.923
H 3.050 1.984 2.443
H -4.325 0.639 -1.626
H 0.490 2.929 0.904
H 1.042 4.568 -3.717
H 2.118 0.618 -1.993
H 5.636 -3.053 0.781
H 1.908 -0.443 5.205
```



Entry 2:
Computed, not measured: a molecular structure, C33H62N2O3ReSSbSe2Si3, with ωB97M-V/def2-TZVPD.

The geometry in XYZ format:
```
108
C33H62N2O3ReSSbSe2Si3 | the OMol25 dataset | ωB97M-V/def2-TZVPD
Re -0.190 -0.367 0.021
Sb 0.298 2.114 2.520
Se -1.743 -2.052 -0.688
Se -0.155 -1.215 2.305
S 0.060 0.169 -2.454
Si 2.788 0.975 4.240
Si 3.699 3.007 2.051
Si -2.613 1.963 0.976
O 0.118 -4.088 0.920
O -4.209 -3.475 3.041
O 0.171 -1.300 -2.734
N 2.038 0.005 0.406
N -1.344 3.603 -0.600
C 2.820 0.416 1.437
C -2.944 3.497 2.013
C -0.725 1.610 0.568
C 2.529 -0.926 -0.453
C 2.299 -0.815 4.486
C 5.477 2.444 1.804
C -1.559 -2.485 2.838
C 4.067 -0.225 1.605
C -1.201 4.610 -1.457
C -1.063 -4.619 1.495
C -2.207 -0.212 -4.014
C 3.445 3.986 0.476
C 1.774 -0.879 -5.300
C 0.830 2.842 -1.130
C -3.527 0.369 -4.520
C 4.578 1.065 4.828
C -3.810 1.858 -0.473
C -0.365 2.694 -0.422
C 0.982 3.899 -2.014
C -3.153 -4.348 2.673
C 2.476 1.538 2.381
C 1.236 0.521 -5.000
C -2.818 -2.897 0.707
C -0.051 4.801 -2.204
C 3.651 4.214 3.487
C 1.807 2.008 5.461
C 3.759 -1.514 -0.367
C -1.483 0.824 -3.167
C 0.386 4.265 2.240
C 4.545 -1.167 0.727
C -3.185 0.576 2.106
C -2.094 -3.555 1.890
C 1.288 0.962 -3.538
H -2.966 -0.387 1.652
H 5.931 1.923 2.646
H -4.887 -3.972 3.506
H 1.984 3.081 5.368
H -1.224 1.721 -3.736
H 5.513 -1.625 0.889
H -2.685 -4.790 3.559
H -2.294 3.558 2.890
H 4.545 1.029 5.922
H -3.973 3.419 2.381
H -4.269 0.634 2.264
H 2.816 -0.967 -4.980
H 0.041 5.635 -2.885
H -3.478 2.377 -1.373
H 0.733 1.830 5.387
H 4.666 0.055 2.458
H 6.066 3.350 1.622
H 2.637 4.472 3.793
H -4.050 -0.369 -5.127
H 1.879 -1.244 -1.265
H 2.259 0.742 -3.085
H 5.113 1.972 4.555
H 2.122 1.710 6.467
H 1.741 -1.066 -6.373
H 1.646 2.152 -0.957
H 4.180 3.836 4.365
H -3.375 -3.657 0.159
H -4.178 0.648 -3.688
H 1.234 -0.902 4.708
H -2.387 -1.860 3.158
H -4.745 2.329 -0.149
H 1.196 -1.648 -4.797
H -3.520 -5.162 2.037
H 4.070 -2.241 -1.104
H 4.147 5.139 3.177
H -0.807 -5.178 2.403
H 0.151 4.712 3.209
H 1.349 4.633 1.906
H -3.363 1.257 -5.135
H 0.728 -4.813 0.762
H -2.695 0.621 3.084
H 3.796 3.422 -0.395
H -0.385 4.555 1.529
H 2.428 4.310 0.289
H 4.070 4.881 0.559
H -1.122 -2.956 3.720
H -2.394 -1.100 -3.415
H 1.916 4.032 -2.547
H -2.853 4.426 1.446
H -1.546 -5.313 0.796
H 1.092 2.026 -3.444
H -4.040 0.816 -0.721
H -2.090 1.123 -2.311
H -3.533 -2.174 1.080
H 1.842 1.253 -5.536
H 2.861 -1.223 5.332
H -2.045 5.287 -1.540
H -1.586 -0.525 -4.854
H 5.173 0.206 4.504
H 5.581 1.811 0.919
H 0.220 0.627 -5.384
H 2.504 -1.437 3.611
```

Its charge is +1. As for the expectation value of S²: 3.789. The multiplicity is 4.



Entry 3:
Computed, not measured: a molecular structure, C28H21BF2N6O5PbSe, with ωB97M-V/def2-TZVPD.

The geometry in XYZ format:
```
65
C28H21BF2N6O5PbSe | the OMol25 dataset | ωB97M-V/def2-TZVPD
Pb -0.877 -0.504 1.635
Se 2.396 -2.555 4.983
F 2.951 1.627 1.316
F 2.640 1.587 -0.963
O 0.788 2.069 0.445
O -1.862 1.884 0.666
O 1.705 -0.127 0.392
O -3.574 -1.866 0.101
O 1.825 -2.539 -3.096
N -2.935 -2.903 2.015
N 0.366 -2.633 1.720
N -0.651 -0.856 -0.700
N 2.706 -4.100 4.085
N 0.541 -1.234 -1.269
N 1.231 -1.899 3.764
C 1.645 -0.914 -0.698
C -1.943 5.988 0.652
C 5.320 -2.525 -2.155
C 0.298 -3.612 0.810
C -3.096 3.858 0.705
C -3.812 -0.655 -0.527
C 1.156 -2.811 2.808
C -3.414 1.008 -2.215
C -5.549 0.936 -1.111
C 1.884 4.209 0.277
C -2.888 -0.052 -1.425
C -0.747 5.353 0.561
C 2.903 -1.477 -1.219
C -0.625 3.929 0.536
C 1.029 -4.786 0.900
C -2.758 -1.913 1.242
C -1.841 3.116 0.638
C 1.873 -5.004 1.982
C -4.692 1.493 -2.066
C 1.959 -4.022 2.981
C -5.089 -0.147 -0.371
C 4.147 -2.772 -2.846
C 5.300 -1.764 -0.992
C -3.140 5.208 0.715
C 2.932 -2.262 -2.389
C -1.518 -0.369 -1.613
C 4.097 -1.249 -0.538
C 0.656 3.341 0.416
B 2.091 1.272 0.283
H 2.754 3.616 0.025
H -3.991 3.248 0.739
H 1.066 -2.129 -2.582
H -1.080 -0.033 -2.551
H -2.744 1.474 -2.929
H 4.137 -3.369 -3.749
H -5.020 2.325 -2.680
H 4.068 -0.661 0.370
H -4.099 5.714 0.769
H -3.690 -3.504 1.659
H 0.935 -5.522 0.112
H 2.460 -5.909 2.076
H 0.154 5.951 0.515
H -1.996 7.069 0.672
H -0.370 -3.430 -0.022
H 6.212 -1.579 -0.439
H 2.074 4.718 1.224
H 1.732 4.966 -0.491
H -6.551 1.318 -0.964
H -5.733 -0.658 0.336
H 6.254 -2.935 -2.523
```

Its charge is -2.



Entry 4:
Computed, not measured: a gas-phase ion, CH11N2Si2 (charge +1), with ωB97M-V/def2-TZVPD.

The geometry in XYZ format:
```
16
CH11N2Si2 | the OMol25 dataset | ωB97M-V/def2-TZVPD
Si 1.704 -0.883 -0.221
Si -1.857 -0.720 -0.118
N 0.066 0.618 1.574
N 0.090 1.148 -0.891
C -0.024 0.040 0.202
H 2.033 -1.326 1.128
H 1.384 -2.095 -1.046
H -2.340 0.317 -0.898
H -0.741 0.741 2.072
H -2.384 -0.870 1.356
H -1.707 -1.934 -0.800
H 0.953 0.680 2.024
H 0.572 1.972 -0.589
H 2.473 0.057 -0.933
H 0.614 0.754 -1.724
H -0.834 1.500 -1.136
```

Its charge is +1.



Entry 5:
Computed, not measured: a gas-phase ion, C4H9IN2 (charge +2), with ωB97M-V/def2-TZVPD.

The geometry in XYZ format:
```
16
C4H9IN2 | the OMol25 dataset | ωB97M-V/def2-TZVPD
I -3.012 0.271 0.265
N 0.821 2.566 0.051
N -1.174 -2.169 -0.284
C 0.743 1.119 0.065
C -1.030 -0.854 0.453
C 1.601 -0.078 -0.268
C 0.141 -0.033 0.180
H -2.140 -2.393 -0.344
H 2.285 -0.280 0.444
H -1.026 -1.259 1.578
H 1.839 2.703 -0.147
H 0.525 2.913 0.936
H -0.901 -2.125 -1.281
H 0.175 3.028 -0.684
H -0.764 -2.995 0.335
H 1.916 -0.415 -1.298
```

Its charge is +2.



Entry 6:
Computed, not measured: a single C16H25N3O5 molecule, with ωB97M-V/def2-TZVPD.

The geometry in XYZ format:
```
49
C16H25N3O5 | the OMol25 dataset | ωB97M-V/def2-TZVPD
O 0.328 -3.324 1.598
O 3.868 -1.673 -4.373
O -4.468 0.449 1.348
O -3.337 0.760 3.263
O 1.054 2.274 0.316
N 0.071 -1.023 1.459
N 3.273 -0.887 -1.713
N 1.765 -1.919 0.427
C -2.607 3.413 2.306
C 0.672 -2.230 1.222
C 1.834 -0.576 0.196
C 0.375 1.407 0.831
C -3.731 -1.727 0.565
C 4.539 -0.537 -2.335
C -3.856 2.654 1.853
C -4.571 -0.960 1.575
C -0.962 1.671 1.491
C 2.629 -1.983 -3.782
C 2.237 -0.943 -2.733
C 0.777 0.011 0.839
C -1.385 3.134 1.433
C 2.915 0.021 -0.633
C -3.833 1.196 2.256
C 4.875 -1.589 -3.393
H -5.630 -1.211 1.463
H -2.676 -1.490 0.677
H -1.594 3.410 0.398
H 2.411 -2.590 0.045
H -1.705 1.042 0.994
H 2.589 1.013 -0.983
H -0.552 3.751 1.772
H 2.680 -2.975 -3.307
H -2.390 3.133 3.339
H 4.494 0.457 -2.813
H -0.705 -0.907 2.088
H 1.291 -1.228 -2.269
H -4.249 -1.175 2.599
H 5.794 -1.327 -3.919
H 5.321 -0.526 -1.573
H -2.818 4.483 2.282
H 1.899 -2.008 -4.593
H -3.860 -2.794 0.722
H 4.999 -2.566 -2.902
H -0.899 1.352 2.535
H 3.800 0.166 -0.004
H -3.995 2.720 0.773
H 2.108 0.038 -3.223
H -4.737 3.088 2.332
H -4.039 -1.476 -0.447
```



Entry 7:
Computed, not measured: a molecular structure, C55H50I2KN4O4P2S, with ωB97M-V/def2-TZVPD.

The geometry in XYZ format:
```
119
C55H50I2KN4O4P2S | the OMol25 dataset | ωB97M-V/def2-TZVPD
I 5.850 -6.272 2.003
I 3.737 -2.655 -2.307
K -0.873 0.515 1.381
S 1.702 -0.155 -6.352
P 1.251 2.074 -0.624
P -1.021 0.647 -1.616
O 2.539 -1.267 0.340
O -3.086 0.498 2.203
O -2.794 2.089 0.656
O -1.723 3.919 2.688
N -1.344 -2.068 1.048
N -0.402 0.260 4.153
N 1.827 -1.010 3.046
N 0.584 1.199 -1.945
C -1.889 0.750 -4.376
C -5.012 2.517 3.289
C -2.143 -1.841 -2.262
C 4.856 0.943 0.884
C 0.814 -1.832 3.676
C 2.361 6.019 -1.299
C 3.553 -2.571 2.037
C -0.957 -1.151 -1.994
C 3.959 1.853 -1.578
C 0.319 5.624 -2.493
C -0.973 -3.942 -2.164
C 4.600 -4.281 0.078
C -4.812 4.533 4.569
C -3.312 2.523 -5.173
C -2.556 1.383 -5.417
C -1.552 -1.786 4.553
C 5.750 1.091 -0.165
C -0.438 -1.073 4.114
C -3.641 -6.576 2.786
C -3.172 1.677 1.769
C -1.846 -3.037 1.402
C 3.508 1.223 0.691
C -3.770 -4.216 2.348
C 2.372 4.696 -0.874
C -2.153 -3.225 -2.341
C 0.219 -1.878 -1.812
C 3.869 -3.156 -0.272
C -2.592 0.279 5.137
C -3.529 4.709 4.069
C 5.300 1.550 -1.398
C 1.530 1.728 -4.241
C 0.327 4.307 -2.058
C 1.361 3.816 -1.259
C -2.734 2.396 -2.843
C -3.747 2.696 2.746
C 4.274 -3.697 2.392
C -2.467 -4.253 1.858
C 4.780 -4.562 1.425
C 3.041 1.677 -0.540
C -3.003 3.802 3.155
C 2.205 -1.648 -5.459
C -2.341 -6.606 2.297
C -3.406 3.028 -3.883
C 1.319 0.720 -3.123
C -4.354 -5.384 2.810
C -2.634 -1.104 5.079
C -1.954 1.259 -3.080
C 1.339 6.487 -2.115
C 0.209 -3.265 -1.901
C -1.747 -5.444 1.831
C -1.462 0.908 4.651
C 3.244 -2.270 0.665
C -5.559 3.429 4.185
C 3.178 -1.557 3.094
C 2.445 1.145 -5.315
H 5.200 0.581 1.846
H 4.463 -3.894 3.443
H -1.345 4.748 2.997
H 3.880 -0.718 3.031
H 0.503 -2.697 3.073
H -0.472 3.638 -2.359
H 3.159 6.686 -0.995
H -2.470 0.992 -6.423
H -3.508 -1.646 5.422
H 0.562 1.989 -4.675
H -1.787 -7.536 2.279
H 1.340 7.515 -2.457
H -4.009 3.906 -3.684
H 1.968 2.654 -3.857
H -2.822 2.764 -1.824
H 3.327 -2.010 4.076
H 2.773 1.925 -6.001
H -3.833 3.013 -5.988
H 1.153 -1.380 -1.565
H -5.368 -5.363 3.191
H -4.303 -3.273 2.364
H -6.555 3.278 4.580
H -4.101 -7.486 3.151
H 1.132 -3.808 -1.746
H 6.795 0.838 -0.026
H -1.384 1.992 4.673
H -5.213 5.248 5.277
H -3.083 -3.746 -2.543
H -1.300 -0.135 -4.586
H 3.642 2.268 -2.528
H -2.928 5.555 4.390
H -3.074 -1.295 -2.380
H -0.979 -5.024 -2.233
H 1.884 -2.496 -6.064
H -5.571 1.637 2.991
H 1.249 -2.246 4.590
H -0.486 5.978 -3.126
H 1.622 -0.839 2.070
H 3.341 0.706 -4.864
H 3.182 4.348 -0.244
H 2.804 1.063 1.503
H 1.742 -1.722 -4.476
H 3.290 -1.681 -5.354
H 5.995 1.676 -2.220
H 5.032 -4.912 -0.685
H 2.281 0.308 -2.801
H -3.425 0.862 5.506
H -0.735 -5.449 1.445
H 0.758 -0.122 -3.524
H -1.549 -2.870 4.500
```

Its charge is -1.



Entry 8:
Computed, not measured: 2 unconnected molecules or ions with the total composition C3H9N, with ωB97M-V/def2-TZVPD.

The geometry in XYZ format:
```
13
C3H9N | the OMol25 dataset | ωB97M-V/def2-TZVPD
N -2.970 -0.941 1.456
C -4.262 -0.932 1.491
C 2.176 1.182 -1.103
C 2.829 -0.118 -0.473
H -2.740 -0.882 0.457
H 2.925 1.933 -1.241
H 2.019 -0.919 -0.587
H -5.094 -1.030 0.654
H -4.728 -0.488 2.418
H 3.697 -0.373 -1.139
H 1.550 0.988 -1.987
H 1.486 1.642 -0.482
H 3.112 -0.062 0.536
```



One value per record, in order, for energy: -2260.4492, -8017.7195, -4603.4001, -732.8517, -564.2397, -1165.1931, -4922.2325, -174.3816 hartree.